{
  "formula": "C3H8ClNS",
  "method": "ωB97M-V/def2-TZVPD",
  "species": ["C", "C", "C", "N", "S", "Cl", "H", "H", "H", "H", "H", "H", "H", "H"],
  "xyz": [[-1.3525, -0.9782, -0.9673], [-0.1654, 0.1659, 0.8352], [-1.2042, 1.2706, -1.0896], [-0.9374, 0.2161, -0.3652], [3.2353, -0.2321, 0.1757], [-0.9493, 2.7903, -0.3335], [-1.7324, -1.5431, -0.1275], [-2.1447, -0.7566, -1.7556], [-0.6082, -1.5881, -1.5451], [0.8741, -0.1864, 0.6558], [0.0735, 1.1851, 1.2471], [-0.5010, -0.5968, 1.5359], [3.0514, -0.5426, 1.5489], [2.3611, 0.7959, 0.1851]],
  "homo_energy_ev": -8.42,
  "gap_ev": 8.94
}

=====

{
  "formula": "C3H8ClNS",
  "method": "ωB97M-V/def2-TZVPD",
  "species": ["C", "C", "C", "H", "H", "H", "H", "H", "H", "H", "H", "N", "S", "Cl"],
  "xyz": [[-0.2536, 1.3380, 1.3579], [-0.1105, 0.5213, 0.0574], [1.3011, 0.2575, -0.3968], [-1.7402, 0.4595, 2.6187], [-2.0203, 2.7910, 1.7985], [0.6530, 1.2131, 2.1920], [-0.0690, 2.5320, 0.9268], [-0.9268, 0.8081, -0.7577], [-0.3488, -1.6495, 1.3579], [1.8739, -0.3475, 0.3156], [1.7523, 1.2743, -0.5994], [-1.6594, 1.2994, 1.6298], [-1.0769, -1.0911, 0.4081], [1.4147, -0.6718, -1.8766]],
  "homo_energy_ev": -8.87,
  "gap_ev": 8.79
}

=====

{
  "formula": "C3H8CoO3",
  "method": "ωB97M-V/def2-TZVPD",
  "species": ["O", "C", "C", "O", "Co", "H", "H", "H", "H", "O", "H", "C", "H", "H", "H"],
  "xyz": [[0.8616, 1.5789, -0.5509], [1.6918, 0.5448, -0.0876], [0.1987, -0.1723, 0.9045], [0.2094, 1.6660, 2.2344], [0.3965, 2.7911, 0.7935], [2.4861, 0.3169, 0.6313], [2.1793, 0.1489, -0.9908], [0.6031, -1.0737, 1.3891], [-0.8192, 0.2082, 1.0983], [-0.4081, -0.6778, -0.7763], [0.0178, 0.8469, -1.1786], [-1.6138, -1.4022, -0.8504], [-1.5415, -2.3528, -0.2979], [-2.4391, -0.8186, -0.4112], [-1.8227, -1.6043, -1.9074]],
  "charge": 2,
  "s2": 8.79,
  "homo_energy_ev": [-20.13, -19.51],
  "spin_multiplicity": 6,
  "gap_ev": [10.25, 5.98]
}

=====

Number 1: electronic energy -1032.130063 hartree. Number 2: electronic energy -1032.039482 hartree. Number 3: electronic energy -1726.448407 hartree.